A molecular structure, C26H66BaN4O10. Source: the Open Molecules 2025 dataset; level of theory: ωB97M-V/def2-TZVPD.

Atoms and positions in Å:
Ba 0.837 0.074 -2.353
C -0.363 1.438 1.028
O -0.807 0.802 -0.134
C -2.165 1.082 -0.503
C -3.143 0.068 0.227
N -4.461 0.394 -0.265
C -5.341 -0.702 0.076
C -6.658 -0.101 -0.256
O -7.663 -0.814 -0.007
C -8.980 -0.413 -0.420
H -0.264 2.470 0.819
H 0.603 0.947 1.052
H -1.108 1.211 1.879
H -2.194 1.083 -1.526
H -2.371 2.160 -0.324
H -3.152 0.199 1.291
H -3.001 -1.001 0.110
H -4.592 0.293 -1.265
H -5.364 -1.079 1.081
H -5.199 -1.597 -0.511
H -6.647 0.385 -1.248
H -6.907 0.765 0.387
H -9.380 0.393 0.225
H -9.472 -1.311 -0.367
H -9.161 -0.212 -1.503
C 0.115 -3.400 -0.887
O 0.554 -2.050 -0.648
C 1.232 -1.869 0.544
C 0.222 -1.750 1.735
N 0.902 -1.173 2.848
C -0.008 -0.926 3.959
C 0.500 -0.913 5.403
O 0.968 -1.970 5.878
C 0.174 -2.850 6.458
H 0.802 -4.176 -0.644
H -0.095 -3.639 -1.865
H -0.696 -3.764 -0.225
H 1.767 -0.913 0.409
H 2.057 -2.619 0.551
H -0.133 -2.716 2.030
H -0.666 -1.175 1.398
H 1.472 -1.900 3.342
H -0.783 -1.723 4.114
H -0.555 0.064 3.765
H -0.164 -0.338 6.094
H 1.454 -0.330 5.472
H 0.653 -3.850 6.588
H -0.751 -2.934 6.061
H 0.161 -2.571 7.490
C 2.180 2.814 -0.748
O 2.455 1.388 -0.463
C 3.541 1.284 0.485
C 3.085 1.507 1.934
N 4.262 1.749 2.731
C 4.043 1.851 4.204
C 3.802 0.515 4.906
O 3.553 0.386 6.117
C 3.973 -0.832 6.764
H 1.148 2.884 -0.680
H 2.507 3.062 -1.690
H 2.510 3.550 0.024
H 4.244 2.009 0.162
H 4.250 0.387 0.546
H 2.530 0.640 2.164
H 2.437 2.374 1.786
H 4.589 2.656 2.430
H 3.328 2.527 4.514
H 4.907 2.404 4.514
H 4.654 -0.124 4.552
H 3.009 -0.014 4.357
H 5.042 -1.063 6.701
H 3.358 -1.677 6.446
H 3.725 -0.655 7.820
C 4.258 1.421 -3.174
O 3.097 0.685 -3.558
C 2.982 0.675 -4.950
C 1.624 0.304 -5.559
N 1.155 -0.978 -4.938
C -0.274 -1.154 -5.334
C -0.902 -2.052 -4.227
O -1.120 -1.620 -3.121
C -2.321 -2.090 -2.622
H 4.517 1.110 -2.110
H 4.239 2.463 -3.318
H 5.179 1.020 -3.592
H 3.674 -0.065 -5.292
H 3.271 1.548 -5.529
H 1.900 0.266 -6.620
H 0.918 1.041 -5.380
H 1.513 -1.790 -5.387
H -0.432 -1.839 -6.145
H -0.832 -0.302 -5.554
H -0.188 -2.852 -4.114
H -1.743 -2.570 -4.691
H -3.195 -1.795 -3.145
H -2.390 -1.737 -1.574
H -2.234 -3.118 -2.597
C -0.490 3.112 -2.833
C -1.457 2.602 -3.756
O -1.464 1.223 -3.732
O 0.757 2.701 -3.254
H -0.620 2.903 -1.811
H -0.443 4.205 -2.753
H -1.098 2.891 -4.767
H -2.469 2.861 -3.488
H -2.083 0.880 -4.390
H 1.315 3.380 -3.624

Values from the calculation:
gap between HOMO and LUMO	8.04	eV
LUMO energy	-4.670	eV
DFT total energy	-55137.0136	eV
F_max	12.4	eV/Å
charge	+2

***

6 unconnected molecules or ions with the total composition C26H67N7O6. Source: the Open Molecules 2025 dataset; level of theory: ωB97M-V/def2-TZVPD.

Atoms and positions in Å:
N -0.825 0.152 -5.113
C -1.676 1.260 -4.671
C -0.910 2.535 -4.317
C 0.351 2.404 -3.464
C 1.652 1.830 -4.054
C 2.369 1.412 -2.776
N 1.318 0.816 -1.909
C 0.158 1.610 -2.181
O -0.802 1.647 -1.460
H -0.325 -0.272 -4.341
H -1.388 -0.576 -5.537
H -2.323 0.984 -3.830
H -2.340 1.500 -5.505
H -1.609 3.166 -3.762
H -0.632 3.076 -5.225
H 0.592 3.424 -3.131
H 2.204 2.571 -4.632
H 1.451 0.971 -4.696
H 3.196 0.714 -2.902
H 2.726 2.291 -2.236
H 1.100 -0.134 -2.208
C -1.169 -0.709 0.868
C -1.981 -1.994 0.795
C -2.479 -2.499 2.152
O -1.462 -3.023 2.993
C -0.702 -2.046 3.681
N -1.205 -3.004 0.066
H -0.152 -0.916 1.204
H -1.084 -0.231 -0.105
H -1.616 0.010 1.557
H -2.882 -1.797 0.202
H -3.174 -3.326 1.985
H -3.030 -1.713 2.685
H -1.339 -1.205 3.977
H 0.128 -1.665 3.084
H -0.284 -2.508 4.574
H -1.783 -3.820 -0.110
H -0.457 -3.328 0.673
C -0.387 2.564 -10.148
C -0.284 1.282 -9.328
C -1.474 0.330 -9.492
O -2.658 0.733 -8.828
C -3.451 1.677 -9.517
N -0.027 1.622 -7.931
H -1.057 3.282 -9.673
H 0.593 3.036 -10.220
H -0.752 2.369 -11.158
H 0.586 0.725 -9.692
H -1.206 -0.626 -9.037
H -1.683 0.150 -10.556
H -3.446 1.485 -10.595
H -3.121 2.705 -9.345
H -4.471 1.574 -9.146
H 0.167 0.784 -7.391
H -0.891 1.977 -7.530
C -3.687 -4.539 5.042
C -4.619 -3.559 5.745
C -5.391 -4.148 6.929
O -6.448 -5.021 6.580
C -6.070 -6.354 6.301
N -5.494 -2.935 4.749
H -4.240 -5.205 4.377
H -2.968 -3.995 4.433
H -3.138 -5.153 5.760
H -4.001 -2.759 6.169
H -5.868 -3.326 7.470
H -4.701 -4.651 7.621
H -5.262 -6.681 6.965
H -5.744 -6.489 5.267
H -6.944 -6.980 6.476
H -6.016 -2.174 5.172
H -6.191 -3.616 4.462
C 4.752 -0.027 5.625
C 3.314 0.463 5.492
C 2.271 -0.458 6.135
O 2.009 -1.655 5.429
C 2.925 -2.710 5.636
N 3.036 0.754 4.085
H 4.969 -0.812 4.899
H 5.442 0.793 5.429
H 4.952 -0.417 6.624
H 3.234 1.411 6.035
H 1.317 0.076 6.151
H 2.545 -0.687 7.174
H 3.276 -2.729 6.674
H 3.792 -2.646 4.974
H 2.398 -3.640 5.426
H 2.139 1.221 3.993
H 2.938 -0.123 3.581
C 3.464 2.547 0.740
C 4.666 3.142 0.011
C 5.621 3.938 0.902
O 5.140 5.204 1.309
C 4.276 5.195 2.428
N 4.189 3.909 -1.145
H 2.702 3.306 0.924
H 3.000 1.770 0.132
H 3.753 2.106 1.697
H 5.258 2.308 -0.384
H 6.529 4.147 0.330
H 5.906 3.343 1.781
H 4.589 4.445 3.162
H 3.237 4.998 2.152
H 4.333 6.182 2.886
H 4.968 4.179 -1.737
H 3.785 4.779 -0.810

Values from the calculation:
gap between HOMO and LUMO	9.55	eV
LUMO energy	0.740	eV
DFT total energy	-50761.8606	eV
F_max	0.7	eV/Å
ΔE to the lowest compared entry with this formula, charge and spin	0.0000	eV

***

8 unconnected molecules or ions with the total composition C26H68O8. Source: the Open Molecules 2025 dataset; level of theory: ωB97M-V/def2-TZVPD.

Atoms and positions in Å:
C 3.801 0.893 -38.276
C 4.121 -0.499 -37.645
O 2.876 -0.956 -37.152
C 2.893 -2.334 -36.703
C 1.455 -2.771 -36.499
H 4.655 1.395 -38.731
H 3.003 0.845 -39.017
H 3.328 1.516 -37.517
H 4.578 -1.177 -38.366
H 4.728 -0.488 -36.739
H 3.257 -2.939 -37.533
H 3.471 -2.438 -35.784
H 1.336 -3.708 -35.955
H 1.025 -2.873 -37.496
H 0.907 -2.001 -35.956
C -3.314 3.518 -35.818
C -3.043 2.343 -36.754
O -4.060 1.392 -36.484
C -3.653 0.079 -36.854
C -4.549 -0.816 -36.037
H -2.414 3.981 -35.412
H -3.775 4.201 -36.532
H -4.023 3.314 -35.015
H -3.011 2.659 -37.796
H -2.039 1.941 -36.619
H -3.843 -0.051 -37.919
H -2.592 -0.098 -36.677
H -4.380 -0.878 -34.962
H -4.430 -1.854 -36.345
H -5.567 -0.456 -36.181
C 4.398 4.602 -33.231
C 4.725 5.901 -32.624
O 5.984 5.674 -31.883
C 6.374 6.752 -31.114
C 7.740 6.354 -30.564
H 5.247 4.293 -33.840
H 4.199 3.869 -32.449
H 3.460 4.702 -33.778
H 4.807 6.632 -33.428
H 3.882 6.334 -32.086
H 6.395 7.614 -31.780
H 5.598 6.797 -30.350
H 7.861 5.341 -30.182
H 7.864 6.926 -29.644
H 8.480 6.603 -31.325
C 2.730 0.352 -33.884
C 2.582 0.382 -32.402
O 1.710 -0.793 -32.136
C 1.470 -0.864 -30.717
C 0.696 -2.180 -30.484
H 2.761 -0.706 -34.142
H 1.802 0.740 -34.304
H 3.602 0.888 -34.260
H 3.528 0.282 -31.870
H 2.108 1.272 -31.989
H 2.277 -0.807 -29.987
H 0.847 -0.057 -30.331
H 0.731 -2.872 -31.326
H -0.286 -1.972 -30.060
H 1.163 -2.676 -29.633
C -0.936 7.726 -38.118
C -1.111 8.776 -39.300
O -2.182 9.631 -38.935
C -2.727 10.420 -40.008
C -3.957 11.044 -39.416
H -0.744 8.168 -37.141
H -1.771 7.025 -38.107
H -0.063 7.135 -38.393
H -0.231 9.411 -39.401
H -1.305 8.288 -40.255
H -2.005 11.180 -40.307
H -2.980 9.780 -40.854
H -4.363 11.815 -40.070
H -3.533 11.599 -38.578
H -4.745 10.402 -39.022
C 1.095 3.763 -35.487
C 0.670 5.177 -35.074
O -0.461 5.207 -34.170
H 0.221 3.277 -35.921
H 1.433 3.266 -34.578
H 1.872 3.807 -36.250
H 0.437 5.787 -35.947
H 1.596 5.688 -34.810
H -0.177 5.162 -33.254
C 5.405 4.115 -37.232
C 5.768 5.484 -37.778
O 7.122 5.760 -38.065
H 4.316 4.138 -37.283
H 5.811 4.064 -36.222
H 5.735 3.264 -37.827
H 5.477 6.300 -37.116
H 5.257 5.531 -38.739
H 7.276 6.703 -37.974
C -0.430 1.694 -39.212
C -0.088 0.540 -40.188
O -0.757 1.002 -41.392
H -0.141 1.398 -38.203
H -1.491 1.775 -38.975
H 0.105 2.632 -39.365
H -0.431 -0.432 -39.832
H 0.970 0.278 -40.166
H -0.561 1.942 -41.388

Values from the calculation:
gap between HOMO and LUMO (alpha / beta)	1.80 / 9.90	eV
LUMO energy (alpha / beta)	2.402 / 2.361	eV
DFT total energy	-44437.9489	eV
2S+1	2
F_max	3.2	eV/Å
expectation value of S²	0.751
charge	-1

***

9 unconnected molecules or ions with the total composition C26H70O25S8. Source: the Open Molecules 2025 dataset; level of theory: ωB97M-V/def2-TZVPD.

Atoms and positions in Å:
C -1.431 0.179 1.281
C -0.408 -0.531 0.401
O -0.749 -0.321 -0.903
H -1.394 1.256 1.113
H -1.310 0.062 2.358
H -2.419 -0.189 1.006
H -0.409 -1.608 0.569
H 0.628 -0.206 0.493
H 0.047 -0.384 -1.436
O 1.999 -2.978 4.613
S 1.379 -1.754 4.114
O 0.210 -1.875 3.244
O 0.904 -0.807 5.391
C 1.765 -0.648 6.543
C 1.763 -1.889 7.537
C 2.652 -0.628 3.303
H 1.635 0.348 6.967
H 2.724 -0.398 6.089
H 0.879 -2.049 8.155
H 2.530 -1.720 8.292
H 1.964 -2.825 7.017
H 3.498 -0.632 3.990
H 2.209 0.362 3.198
H 2.896 -1.075 2.339
O 3.837 2.177 0.448
S 2.701 2.885 0.985
O 1.645 2.163 1.689
O 3.273 4.096 2.000
C 2.420 4.516 3.043
C 3.003 5.797 3.632
C 1.995 3.877 -0.426
H 2.407 3.776 3.843
H 1.381 4.675 2.757
H 2.344 6.030 4.468
H 3.060 6.710 3.040
H 3.985 5.598 4.061
H 2.712 4.680 -0.596
H 1.011 4.268 -0.169
H 1.879 3.158 -1.238
O 3.991 -0.472 -1.650
S 2.849 -1.320 -1.892
O 1.460 -0.828 -1.950
O 3.153 -2.180 -3.280
C 4.550 -2.208 -3.658
C 4.589 -2.991 -4.933
C 2.913 -2.716 -0.691
H 5.200 -2.685 -2.924
H 4.837 -1.175 -3.855
H 3.736 -2.752 -5.568
H 4.554 -4.079 -4.870
H 5.479 -2.824 -5.540
H 2.889 -2.324 0.326
H 3.833 -3.293 -0.785
H 2.013 -3.310 -0.850
O 0.051 -6.041 -6.637
S -0.516 -5.398 -5.442
O -0.336 -6.076 -4.167
O 0.175 -3.873 -5.370
C -0.315 -2.911 -4.440
C -0.384 -3.392 -2.973
C -2.225 -4.896 -5.813
H -1.251 -2.419 -4.707
H 0.419 -2.106 -4.493
H -0.450 -2.499 -2.351
H 0.527 -3.885 -2.633
H -1.212 -4.083 -2.817
H -2.722 -4.621 -4.883
H -2.737 -5.778 -6.198
H -2.062 -4.061 -6.495
O -1.061 0.662 -8.564
S -0.561 1.409 -7.476
O -1.288 2.512 -6.880
O -0.008 0.419 -6.260
C -0.169 0.834 -4.920
C 1.003 1.617 -4.396
C 1.078 2.144 -7.981
H -0.463 0.076 -4.194
H -1.009 1.516 -4.795
H 0.903 1.830 -3.332
H 0.916 2.594 -4.871
H 2.002 1.197 -4.516
H 1.288 2.802 -7.138
H 0.856 2.679 -8.904
H 1.745 1.288 -8.083
O -5.244 -4.760 -1.929
S -4.319 -5.521 -1.106
O -3.622 -6.647 -1.690
O -3.146 -4.497 -0.581
C -3.557 -3.200 -0.075
C -3.574 -2.096 -1.096
C -5.045 -6.001 0.557
H -2.778 -2.926 0.638
H -4.513 -3.116 0.441
H -4.355 -2.433 -1.776
H -2.663 -2.067 -1.694
H -3.915 -1.209 -0.561
H -5.765 -6.777 0.296
H -5.409 -5.089 1.030
H -4.249 -6.447 1.153
O -4.304 4.729 0.717
S -2.999 4.149 1.135
O -2.953 2.976 1.975
O -2.083 3.850 -0.256
C -2.506 2.835 -1.149
C -1.320 2.474 -2.035
C -1.793 5.375 1.780
H -3.324 3.060 -1.833
H -2.814 1.896 -0.689
H -1.598 1.603 -2.629
H -0.493 2.178 -1.389
H -1.006 3.297 -2.677
H -0.812 4.901 1.761
H -2.146 5.598 2.787
H -1.857 6.207 1.079
O -0.497 4.623 4.748
S -0.236 3.309 5.394
O 1.046 2.925 5.991
O -1.337 3.170 6.617
C -1.316 2.108 7.556
C -1.016 2.616 9.039
C -0.931 2.021 4.270
H -0.563 1.380 7.255
H -2.257 1.585 7.387
H -1.764 3.332 9.380
H -0.040 3.097 9.101
H -1.072 1.716 9.652
H -0.451 1.045 4.352
H -0.863 2.273 3.212
H -1.997 1.983 4.495

Values from the calculation:
gap between HOMO and LUMO (alpha / beta)	9.20 / 1.98	eV
LUMO energy (alpha / beta)	-2.909 / -10.129	eV
DFT total energy	-165948.9902	eV
2S+1	2
F_max	3.8	eV/Å
expectation value of S²	0.759
charge	+1